ORCA calculation (ωB97M-V with the def2-TZVPD basis set) on a 14-piece molecular cluster, C88H104F4N17O21S4 overall in a non-equilibrium geometry.

```
! RIJCOSX wB97M-V def2-TZVPD def2/J DEFGRID3
* xyz 7 1
H -8.301 2.067 -1.776
H 0.596 -7.578 5.809
H -3.594 -4.483 -6.862
C -2.539 -4.336 4.397
H 0.218 -2.251 -3.949
H 0.782 -8.506 -1.038
C 1.975 10.088 -4.524
H -2.539 -4.899 -0.751
H 9.422 -1.745 -1.409
C -10.182 2.818 -2.286
H -2.468 5.500 0.016
C -4.661 -6.642 0.095
O -4.113 2.262 0.916
C -1.405 -2.904 -7.363
C -8.854 2.955 -2.009
C -3.380 -1.385 2.131
C 5.456 2.886 0.313
C 4.154 0.128 7.450
C -12.363 3.657 -2.939
N -0.569 -1.199 7.207
H 3.436 3.734 5.756
N -4.162 4.637 -0.992
C 0.529 -2.085 -6.125
O 4.478 1.318 -2.276
H 1.813 -7.347 -2.531
H -2.949 -9.305 1.271
H -2.286 5.208 -1.744
C 3.339 1.939 -2.098
H -12.696 4.223 -3.814
H 6.316 0.242 -5.650
C 5.566 0.969 -5.706
C -0.140 -7.212 6.484
H 2.975 10.027 -2.626
N 9.160 -4.765 0.088
H 2.694 14.437 -3.120
H 2.889 14.725 -4.885
H 1.968 2.460 -0.622
C -1.522 -2.751 -5.062
C -0.671 -5.595 -1.429
C -0.236 -2.339 -4.963
H 4.796 -3.015 6.906
C 9.009 -2.510 -0.734
O 1.741 -2.199 7.144
H -1.752 -3.177 -8.349
C -9.046 5.283 -2.216
O -0.441 -1.261 4.603
H -6.009 -0.647 0.875
H 0.297 6.215 3.486
C -4.575 -3.004 3.994
C -1.308 -4.770 3.955
C 0.429 2.965 3.519
N 2.216 12.851 -4.339
C 3.559 1.230 6.859
H -4.219 -2.854 -6.524
H 5.512 1.612 -4.797
S 2.961 -5.297 1.799
C 8.010 -4.570 0.759
C -3.740 -8.629 0.963
H 2.249 -1.722 -3.864
H 1.365 8.279 -2.564
H 7.933 2.242 -0.430
C -7.413 -8.657 1.516
C 1.184 6.421 -3.683
C 1.790 -1.318 -5.930
H -10.844 5.898 -3.162
O 4.521 -5.693 4.883
C 10.075 -5.906 0.468
H -5.161 -3.540 4.702
H 0.790 5.843 -2.817
H 5.653 3.550 -0.530
H 1.288 10.621 -6.538
N -4.662 -1.180 2.417
C -2.682 -2.483 2.672
C 1.204 4.373 -4.929
C 0.011 -7.782 -0.958
O 3.987 -5.826 0.936
H 1.119 4.034 -3.881
H -5.239 -9.940 1.873
S -1.270 -0.912 5.767
C 7.848 0.135 -0.469
H 1.403 -5.767 -3.014
C 4.833 -2.247 7.624
C -2.258 -5.871 6.243
C 1.479 -6.394 -2.149
C -5.483 -0.135 1.734
C 7.252 1.391 -0.328
N -1.071 -6.282 5.735
C 1.636 12.310 -5.391
H 8.833 0.022 -0.940
C 0.218 0.064 0.460
O -0.077 -3.515 6.476
C -6.345 5.496 -0.803
C 2.174 2.141 5.002
N 1.396 5.882 -4.868
F -1.355 0.660 5.647
N -2.121 -3.015 -6.220
C 5.907 -0.804 0.450
H 0.245 4.283 -5.437
N -6.091 -8.243 1.040
C -0.126 -2.349 -7.355
H -10.695 1.865 -2.293
N 0.839 4.211 3.683
C 2.906 -0.307 5.138
O -4.133 -2.322 -2.083
C 1.821 8.593 -4.629
H 3.048 12.597 -2.507
H -6.302 -1.846 3.509
H 5.160 -1.556 0.671
H 5.882 3.374 1.193
C -0.644 -5.791 4.552
H 2.454 -0.415 4.154
H -2.166 3.859 -0.605
C 1.940 7.929 -5.862
H 1.323 0.047 0.465
H 10.858 -5.690 1.178
S 3.194 -6.182 4.706
O -2.598 -1.289 5.484
C 5.363 0.434 0.482
H 10.570 -3.975 -1.171
O 1.297 4.035 0.189
H 10.464 -6.288 -0.480
O 2.723 -7.391 5.161
H 1.933 6.031 -6.851
H -3.759 2.726 3.882
C 1.373 7.821 -3.565
C -5.960 3.352 -1.690
S 0.427 -2.395 7.081
H -4.035 -4.838 5.994
H 1.240 14.697 -4.102
H 4.117 -2.537 8.396
H -0.659 -8.064 6.971
C -3.269 -3.255 3.692
H -3.982 2.572 -1.458
C 7.832 -2.358 -0.055
H 3.837 -2.195 5.195
H 4.317 0.666 0.668
H -6.868 6.348 -0.506
N 4.245 0.255 -5.765
N 0.218 -6.593 -1.469
N 2.682 -6.103 3.180
H -8.663 6.293 -2.373
C -5.225 -1.996 3.337
H -8.030 -7.733 1.629
H -4.442 -5.670 -0.378
F 0.100 -2.693 8.846
H 1.321 12.923 -6.219
H -4.848 0.699 1.381
O 2.791 2.648 -3.016
H 2.025 -0.750 -8.060
H 2.239 5.514 4.540
O 1.636 -4.944 1.328
C 2.818 0.998 5.707
O -1.954 -1.639 -1.925
H 0.315 -6.642 7.264
C 2.283 14.319 -4.110
H 0.268 -2.178 -8.341
C 0.106 5.306 2.934
H -6.224 0.333 2.416
N 6.042 1.544 0.128
H 4.388 2.856 0.483
C 7.315 -3.401 0.681
C -4.617 3.474 -1.373
H 0.431 -0.798 2.248
C 2.627 12.027 -3.338
C 3.737 -0.379 -4.694
H -3.738 -3.923 -5.243
H 3.572 2.185 7.350
O 0.325 4.141 -1.672
C -6.850 4.340 -1.429
C 3.563 0.076 -6.918
H 2.371 8.430 -6.727
H -6.793 -6.406 0.271
F 3.479 -3.922 2.275
C -3.537 -7.447 0.247
N -10.916 3.868 -2.677
C 1.727 6.583 -5.952
H 0.645 0.943 4.039
C -2.186 -7.052 -0.245
H 6.377 -3.267 1.168
O -3.598 -0.046 -2.135
C -3.056 -4.954 5.575
H 0.435 5.191 1.903
C 2.576 3.462 5.136
C -1.857 -5.765 -0.730
O -0.325 -0.764 1.499
H -7.886 -9.292 0.758
H -2.610 -6.301 7.149
H -0.115 -0.377 -0.458
C -3.504 -3.609 -6.245
H -4.445 6.565 -0.457
O 2.721 1.824 -0.835
C -2.653 4.812 -0.786
C 1.071 1.917 4.157
N 0.685 4.723 -0.687
H 2.216 -5.997 -1.465
H -12.980 3.871 -2.084
C 2.552 10.648 -3.414
C 9.660 -3.734 -0.658
H 7.666 -5.432 1.296
H -0.411 2.836 2.810
O -4.234 2.404 3.124
H 5.665 1.511 -6.638
H 5.828 -2.170 8.029
N 4.307 -1.060 6.858
F 2.305 -5.068 5.314
C -3.086 -1.204 -2.115
C 2.391 -0.656 -7.035
C -8.265 4.210 -1.846
C -5.910 -7.027 0.461
C -1.168 -8.002 -0.292
O 0.442 5.873 -0.429
H 0.291 -6.024 4.183
H 9.389 -6.668 0.822
H 4.588 0.276 8.420
H 3.904 0.640 -7.771
H 2.047 3.966 -5.397
H -0.086 1.120 0.646
H -6.249 2.446 -2.185
H -2.864 -0.720 1.441
C 1.609 10.950 -5.560
H 4.155 -0.154 -3.734
C -10.335 5.097 -2.673
H -1.711 -2.665 2.201
O -2.241 2.926 2.123
H -2.080 -2.902 -4.161
H -1.351 -9.031 -0.060
C 3.624 -1.298 5.735
C 7.191 -1.007 -0.062
C 2.562 -1.218 -4.774
C -3.457 2.595 1.947
H -7.334 -9.170 2.455
C -5.051 -9.005 1.337
C 1.945 4.458 4.426
H -4.985 -1.815 -2.099
C -4.969 5.647 -0.732
H -0.877 -4.345 3.077
H -12.420 2.591 -3.229
H -0.952 5.003 3.078
*
```

Properties
Largest force on an atom ... 11.256 eV Å⁻¹
Gap between HOMO and LUMO ... 4.5 eV

These are the Mulliken partial charges, in e, on atoms 1 to 99: 0.42, 0.45, 0.41, 0.99, 0.23, 0.50, 0.86, 0.23, 0.41, -0.26, 0.44, -0.68, -0.83, -0.50, -0.78, -1.03, -1.02, -0.50, -0.82, -0.55, 0.51, 0.35, 0.71, -0.62, 0.42, 0.43, 0.52, 0.28, 0.37, 0.35, -0.77, -1.03, 0.50, 0.09, 0.25, 0.37, 0.06, -0.23, -0.99, -0.59, 0.32, -0.53, -0.43, 0.43, -0.67, -0.44, 0.26, 0.33, -0.89, -0.60, -1.07, 0.01, -0.87, 0.34, 0.30, 0.96, -0.36, -0.70, 0.58, 0.51, 0.43, -0.92, 0.33, 1.35, 0.42, -0.63, -0.92, 0.67, 0.13, 0.39, 0.42, 0.55, -0.30, -1.13, -0.66, -0.67, 0.21, 0.44, 1.21, -0.66, 0.28, -0.90, -0.73, -1.01, -0.21, -0.65, 0.29, -0.41, 0.34, -0.19, -0.35, -0.97, 0.57, 0.13, -0.29, 0.26, -1.24, 0.32, 0.09